The following is a quantum chemistry calculation of C18H37N3OPtSeSi4 as an isolated structure, from OMol25.

Charge ... +2
ΔE to the lowest compared entry with this formula, charge and spin ... 3.8 kcal per mole
Calculated total energy ... -4625.86360 Eh

CARTESIAN COORDINATES (ANGSTROEM)
Pt 0.6856 -1.5191 -0.1702
N 4.2145 -2.0537 1.8093
C 3.0097 -2.1461 1.2955
O 2.5955 -1.2465 0.5016
C 2.1081 -3.3006 1.5880
C 0.6614 -2.8441 1.3823
H 4.8186 -1.2826 1.5629
H 4.5722 -2.7624 2.4299
H 2.2803 -3.7028 2.5884
H 2.3761 -4.0911 0.8805
H 0.3094 -2.2777 2.2448
H -0.0120 -3.6836 1.2206
Se -1.4097 -2.9137 -2.3380
N -1.1484 -2.0722 -0.7530
C -2.2842 -2.1085 -0.0605
C -2.5206 -1.5522 1.2269
C -3.7595 -1.6867 1.7638
C -4.8315 -2.3562 1.0812
C -4.6513 -2.8922 -0.1456
C -3.3584 -2.7853 -0.7526
N -3.0762 -3.2644 -1.9484
H -1.7284 -1.0383 1.7507
H -3.9587 -1.2740 2.7447
H -5.7949 -2.4200 1.5672
H -5.4392 -3.3962 -0.6873
C -1.3425 3.4538 -1.2195
Si -1.8477 1.8270 -0.4399
C -3.0211 0.9190 -1.5805
C -2.5650 2.1056 1.2601
Si 0.2883 0.8006 -0.1828
Si 1.2594 0.2303 -2.4284
C 2.4724 -1.1550 -2.7624
C -0.0797 0.3359 -3.7118
C 2.1387 1.8840 -2.3387
Si 1.7353 1.7767 1.4596
C 3.5531 1.7184 1.0357
C 1.3157 0.7700 2.9841
C 1.2112 3.5554 1.6456
H -2.2368 4.0711 -1.3441
H -0.9059 3.3196 -2.2111
H -0.6425 4.0203 -0.6069
H -4.0407 1.2249 -1.3306
H -2.9842 -0.1671 -1.5217
H -2.8426 1.2090 -2.6162
H -3.4728 2.7067 1.1566
H -1.8806 2.6606 1.9024
H -2.8430 1.1820 1.7673
H 1.9996 -2.1343 -2.8686
H 3.2320 -1.2187 -1.9840
H 2.9805 -0.9473 -3.7094
H -0.7556 -0.5159 -3.7458
H 0.4145 0.4049 -4.6862
H -0.6783 1.2383 -3.5902
H 3.0328 1.8430 -1.7183
H 1.5006 2.7000 -1.9875
H 2.4414 2.1370 -3.3599
H 3.8519 0.7937 0.5487
H 4.1223 1.8282 1.9637
H 3.8344 2.5554 0.3952
H 1.6832 -0.2547 2.9170
H 0.2418 0.7425 3.1810
H 1.7873 1.2338 3.8550
H 1.4128 4.1231 0.7360
H 1.8079 4.0095 2.4422
H 0.1635 3.6831 1.9117

Cartesian forces (eV/Å) of the 6 atoms listed first:
Pt 0.0 0.3 0.0
N 0.1 0.0 0.0
C 0.0 -0.1 0.0
O 0.1 0.0 0.0
C 0.0 0.0 0.0
C -0.1 -0.1 0.0

Atom charges from the Mulliken analysis, given in e for atoms 1 to 8: atom 1 (Pt): 0.3794, atom 2 (N): -0.2986, atom 3 (C): 0.5200, atom 4 (O): -0.2953, atom 5 (C): -1.0501, atom 6 (C): -1.1843, atom 7 (H): 0.2526, atom 8 (H): 0.2340

***

The following is a quantum chemistry calculation of an isolated ion of composition C9H9FNOS and charge +1 in a non-equilibrium geometry, from OMol25.

Charge ... +1
SMILES string ... [NH2+]=C[C@@H](O)C(=S)c1cccc(F)c1
Calculated total energy ... -976.06956 Eh

CARTESIAN COORDINATES (ANGSTROEM)
C 2.8162 1.6568 0.3708
C 1.4499 1.6983 0.0028
C 3.4672 0.3837 0.2514
C 1.3706 -0.6380 -0.3809
C 0.7008 0.5904 -0.3614
C 2.6894 -0.7683 -0.0070
C -1.6130 -0.6964 -0.5697
C -0.7736 0.6583 -0.4256
C -2.1999 -1.1383 0.7085
N -3.4122 -0.7535 1.0269
O -2.7153 -0.3936 -1.3669
F 3.2398 -2.0182 0.1100
S -1.7319 1.9821 -0.2878
H 3.2249 2.4982 0.8113
H 0.9807 2.7384 0.0361
H 4.4774 0.2931 0.4494
H 0.8619 -1.6231 -0.6351
H -0.9924 -1.4743 -1.1429
H -1.6024 -1.8475 1.3852
H -3.9365 -0.7536 1.9083
H -2.4840 -0.3188 -2.2076
H -3.8176 -0.0760 0.3242

Cartesian forces (eV/Å) of the 6 atoms listed first:
C -2.1 -4.0 -1.7
C 0.6 2.9 0.6
C -2.7 0.8 0.4
C -0.8 -2.5 -0.1
C -0.2 -0.4 0.3
C 0.9 0.8 -0.1

Atom charges from the Mulliken analysis, given in e for atoms 1 to 8: atom 1 (C): -0.7146, atom 2 (C): -0.2937, atom 3 (C): -0.4491, atom 4 (C): -0.2224, atom 5 (C): 0.8598, atom 6 (C): 0.0261, atom 7 (C): -0.1465, atom 8 (C): -0.0013

***

The following is a quantum chemistry calculation of C30H33MgN5O5P as an isolated structure, from OMol25.

Charge ... +1
ΔE to the lowest compared entry with this formula, charge and spin ... 0.9 kcal per mole
Calculated total energy ... -2354.37931 Eh

CARTESIAN COORDINATES (ANGSTROEM)
Mg -0.1889 0.5156 0.4167
C 4.1594 0.3303 5.5211
O 3.5415 1.6097 5.4330
C 2.7798 1.8744 4.3621
C 2.1756 3.1573 4.3730
C 1.3778 3.5113 3.3365
C 1.1324 2.6535 2.2214
C 0.3060 3.1124 1.1487
C -0.4812 4.3871 1.2374
O 0.1466 2.4533 0.0729
C 1.7157 1.3333 2.2520
O 1.4887 0.4375 1.3438
C 2.5650 0.9911 3.3280
H 4.7264 0.3367 6.4461
H 4.8327 0.1668 4.6778
H 3.4062 -0.4584 5.5556
H 2.3568 3.8125 5.2121
H 0.9131 4.4852 3.3635
H 0.0241 5.1966 1.7546
H -1.3997 4.1429 1.7842
H -0.7558 4.7023 0.2335
H 2.9734 -0.0077 3.3261
O -1.2223 -1.2296 0.6938
C -2.0017 -0.5952 1.4678
N -2.9604 -1.0823 2.2562
C -3.5856 0.0000 3.0261
C -2.7968 1.2211 2.4516
O -3.0019 2.3743 2.7450
N -1.8652 0.7567 1.5643
C -3.2736 -0.0878 4.5124
C -2.4681 -1.0867 5.0396
C -2.1855 -1.1164 6.4013
C -2.6988 -0.1407 7.2385
C -3.4958 0.8690 6.7112
C -3.7829 0.8963 5.3580
C -5.0739 0.0735 2.7162
C -6.0021 -0.5550 3.5366
C -7.3492 -0.5586 3.1980
C -7.7771 0.0686 2.0392
C -6.8546 0.7006 1.2157
C -5.5110 0.7012 1.5526
H -3.2776 -2.0359 2.2196
H -2.0520 -1.8484 4.3937
H -1.5642 -1.9065 6.8022
H -2.4813 -0.1644 8.2983
H -3.8963 1.6372 7.3597
H -4.3986 1.6855 4.9466
H -5.6782 -1.0367 4.4505
H -8.0636 -1.0493 3.8458
H -8.8273 0.0708 1.7784
H -7.1830 1.1998 0.3137
H -4.8011 1.2095 0.9107
C 4.7104 1.7526 -2.7016
N 3.9225 2.5322 -1.6409
C 3.0821 3.6078 -2.3562
N 2.2695 3.0350 -3.3697
C 3.0846 2.2906 -4.3251
N 3.8428 1.2152 -3.6829
C 2.9771 0.1498 -3.1577
P 1.8025 0.7463 -1.8520
C 3.0618 1.6125 -0.8193
C 1.1871 2.2098 -2.8085
H 5.2605 0.9755 -2.1726
H 5.3999 2.4709 -3.1463
H 4.5804 3.0063 -1.0216
H 3.8040 4.3082 -2.7771
H 2.4818 4.0894 -1.5852
H 3.7875 2.9747 -4.8036
H 2.4372 1.8666 -5.0902
H 3.6035 -0.6454 -2.7476
H 2.4090 -0.2864 -3.9798
H 3.7180 0.8731 -0.3568
H 2.5847 2.1875 -0.0294
H 0.5533 2.8230 -2.1694
H 0.5743 1.8359 -3.6310

Cartesian forces (eV/Å) of the 6 atoms listed first:
Mg 0.1 -0.2 0.0
C 0.0 0.0 0.0
O 0.0 0.0 0.0
C 0.1 0.0 0.1
C 0.0 -0.1 -0.1
C 0.0 0.0 0.0

Atom charges from the Mulliken analysis, given in e for atoms 1 to 8: atom 1 (Mg): 0.8473, atom 2 (C): -0.7957, atom 3 (O): -0.4410, atom 4 (C): 0.9179, atom 5 (C): -1.1557, atom 6 (C): -1.3271, atom 7 (C): 0.9209, atom 8 (C): 1.0665

***

The following is a quantum chemistry calculation of a 2-piece molecular cluster, C2H2ClOP overall in a non-equilibrium geometry, from OMol25.

Charge ... 0
ΔE to the lowest compared entry with this formula, charge and spin ... 37.1 kcal per mole
Calculated total energy ... -954.08839 Eh

CARTESIAN COORDINATES (ANGSTROEM)
C -0.7965 -0.0889 -0.1257
C -1.3399 0.1740 1.0250
O -0.3948 -0.2359 -1.2430
P 2.8475 0.5115 -0.6759
Cl 2.7699 -1.2148 -1.6740
H -0.7700 0.2604 1.9067
H -2.3161 0.5936 0.7869

Cartesian forces (eV/Å) of the 6 atoms listed first:
C 1.6 -0.2 -3.9
C -0.6 0.2 -1.2
O -1.1 0.1 3.3
P 0.0 0.2 0.1
Cl 0.0 -0.2 -0.1
H 0.2 0.0 0.9

In elementary charge units, the Mulliken charges are: atom 1 (C): 0.7187, atom 2 (C): -0.8550, atom 3 (O): -0.3906, atom 4 (P): 0.1122, atom 5 (Cl): -0.1158, atom 6 (H): 0.2968, atom 7 (H): 0.2337